# C3H6ClN3O2

The molecule C3H6ClN3O2 (ωB97M-V/def2-TZVPD, the OMol25 dataset).

Atoms and positions in Å:
C (-0.26, 1.50, -0.27)
C (-1.23, -0.58, 0.91)
C (1.84, -0.61, -0.42)
N (-0.46, 0.08, -0.20)
N (-1.29, 2.24, -0.11)
N (0.47, -0.73, -0.79)
O (-1.56, -0.10, 1.93)
O (-1.12, -1.90, 0.72)
Cl (2.30, -1.54, 1.29)
H (2.52, 0.28, -0.33)
H (-2.16, 1.86, 0.21)
H (-1.21, 3.18, -0.03)
H (-0.35, -1.79, 0.17)
H (0.11, -0.65, -1.81)
H (2.40, -1.25, -1.26)

- HOMO (alpha / beta) (eV) = -5.93 / -10.28
- Kohn-Sham gap (alpha / beta) (eV) = 6.49 / 8.80
- E_LUMO (alpha / beta) (eV) = 0.559 / -1.480
- 2S+1 = 3

---

# C17H45BN6O7P2

A 5-piece molecular cluster, C17H45BN6O7P2 overall (ωB97M-V/def2-TZVPD, the OMol25 dataset).

Atoms and positions in Å:
N (2.76, -3.19, -0.49)
C (3.61, -2.39, -1.37)
C (3.02, -2.12, -2.76)
C (2.27, -0.79, -2.93)
B (1.22, -0.41, -1.83)
C (0.15, -1.37, -1.19)
C (-1.27, -0.82, -1.22)
N (-1.75, -0.57, -2.59)
P (1.08, 1.40, -1.23)
P (3.08, 2.21, -1.14)
O (3.61, 2.46, -2.47)
O (4.00, 1.24, -0.25)
O (2.96, 3.53, -0.26)
H (2.70, -2.82, 0.44)
H (3.01, -4.16, -0.49)
H (3.86, -1.45, -0.89)
H (4.56, -2.90, -1.52)
H (3.87, -2.08, -3.44)
H (2.41, -2.95, -3.10)
H (1.70, -0.84, -3.85)
H (2.97, 0.03, -3.08)
H (0.44, -1.45, -0.14)
H (0.18, -2.37, -1.60)
H (-1.34, 0.10, -0.64)
H (-1.92, -1.54, -0.73)
H (-2.66, -1.02, -2.64)
H (-1.15, -1.03, -3.26)
H (0.71, 1.25, 0.12)
H (3.46, 0.47, 0.02)
H (3.66, 4.14, -0.57)
C (-7.56, -1.38, -3.97)
N (-6.42, -1.09, -3.12)
C (-5.63, 0.10, -3.38)
C (-6.08, -1.89, -2.09)
O (-5.14, -1.70, -1.34)
H (-7.23, -1.51, -5.00)
H (-8.28, -0.57, -3.92)
H (-8.04, -2.30, -3.64)
H (-4.59, -0.19, -3.58)
H (-5.63, 0.74, -2.50)
H (-6.02, 0.64, -4.23)
H (-6.75, -2.76, -1.99)
C (1.88, 2.76, 3.94)
N (1.89, 1.35, 3.58)
C (1.60, 0.35, 4.59)
C (2.18, 0.95, 2.34)
O (2.23, -0.22, 1.97)
H (2.61, 2.95, 4.73)
H (0.89, 3.04, 4.30)
H (2.12, 3.37, 3.07)
H (2.45, -0.32, 4.71)
H (0.73, -0.24, 4.29)
H (1.40, 0.84, 5.54)
H (2.40, 1.78, 1.66)
C (5.18, -4.24, 5.03)
N (4.99, -2.82, 5.20)
C (5.52, -1.91, 4.20)
C (4.33, -2.30, 6.25)
O (4.15, -1.11, 6.43)
H (6.24, -4.49, 5.00)
H (4.72, -4.58, 4.09)
H (4.72, -4.78, 5.85)
H (6.23, -1.22, 4.66)
H (4.72, -1.32, 3.75)
H (6.03, -2.48, 3.42)
H (3.95, -3.07, 6.94)
C (-5.54, 4.36, -0.70)
N (-4.83, 4.03, -1.92)
C (-3.40, 4.28, -2.00)
C (-5.45, 3.50, -2.98)
O (-4.90, 3.20, -4.03)
H (-5.46, 5.43, -0.49)
H (-5.14, 3.80, 0.14)
H (-6.60, 4.11, -0.81)
H (-3.18, 4.97, -2.82)
H (-2.87, 3.35, -2.19)
H (-3.06, 4.71, -1.06)
H (-6.53, 3.34, -2.83)

- HOMO (eV) = -8.80
- Kohn-Sham gap (eV) = 9.38
- E_LUMO (eV) = 0.578
- SMILES string = NCCCB(CCN)PP(=O)(O)O.CN(C)C=O.CN(C)C=O.CN(C)C=O.CN(C)C=O
- 2S+1 = 1

---

# C3H7FOS

The molecule C3H7FOS (ωB97M-V/def2-TZVPD, the OMol25 dataset).

Atoms and positions in Å:
O (0.97, -1.38, 0.67)
C (0.12, -0.26, 0.70)
C (-1.26, -0.61, 0.10)
F (-2.04, 0.53, 0.05)
C (0.76, 0.97, 0.09)
S (1.28, 0.73, -1.64)
H (1.28, -1.47, -0.24)
H (-0.04, -0.05, 1.76)
H (-1.60, -1.43, 0.77)
H (-1.16, -0.86, -0.98)
H (1.63, 1.17, 0.74)
H (0.00, 1.76, 0.19)
H (0.05, 0.90, -2.21)

- HOMO (eV) = -9.59
- Kohn-Sham gap (eV) = 10.32
- E_LUMO (eV) = 0.726
- relative energy (zero: lowest compared OMol25 entry of this formula, charge and spin) (kcal/mol) = 12.2
- SMILES string = O[C@H](CF)CS
- 2S+1 = 1

---

# C43H50CrN5OS

C43H50CrN5OS as an isolated structure (ωB97M-V/def2-TZVPD, the OMol25 dataset).

Atoms and positions in Å:
Cr (-0.67, -0.20, -1.17)
C (-2.24, 2.37, 1.84)
C (-1.63, 2.24, 0.48)
O (-0.67, 1.46, 0.27)
N (-2.14, 3.00, -0.49)
C (-1.57, 3.03, -1.84)
C (-2.22, 2.03, -2.77)
C (-2.80, 2.47, -3.94)
C (-3.48, 1.57, -4.75)
C (-3.60, 0.26, -4.34)
C (-2.96, -0.11, -3.17)
N (-2.25, 0.73, -2.40)
H (-1.80, 1.63, 2.51)
H (-3.32, 2.21, 1.79)
H (-2.06, 3.37, 2.24)
H (-2.95, 3.57, -0.29)
H (-0.51, 2.85, -1.75)
H (-1.70, 4.03, -2.24)
H (-2.74, 3.52, -4.20)
H (-3.94, 1.90, -5.68)
H (-4.15, -0.47, -4.90)
H (-2.99, -1.14, -2.84)
C (2.81, -2.15, 4.58)
C (3.40, -1.29, 3.46)
C (3.56, 0.16, 3.95)
C (4.77, -1.86, 3.07)
C (2.47, -1.24, 2.25)
C (2.95, -0.93, 0.98)
C (2.07, -0.78, -0.07)
N (0.74, -0.93, 0.07)
C (0.27, -1.29, 1.28)
C (1.09, -1.43, 2.37)
C (-1.20, -1.52, 1.32)
C (-1.82, -2.25, 2.32)
C (-3.19, -2.50, 2.26)
C (-3.88, -1.97, 1.17)
C (-3.20, -1.26, 0.20)
N (-1.88, -1.04, 0.27)
C (-3.92, -3.35, 3.29)
C (-4.40, -4.63, 2.58)
C (-5.14, -2.57, 3.83)
C (-3.02, -3.73, 4.46)
H (3.56, -2.28, 5.36)
H (2.51, -3.14, 4.23)
H (1.94, -1.67, 5.05)
H (4.13, 0.17, 4.88)
H (2.59, 0.63, 4.14)
H (4.10, 0.77, 3.22)
H (5.40, -1.91, 3.96)
H (5.29, -1.23, 2.35)
H (4.69, -2.87, 2.66)
H (4.00, -0.80, 0.78)
H (2.42, -0.54, -1.06)
H (0.66, -1.69, 3.33)
H (-1.23, -2.63, 3.13)
H (-4.95, -2.11, 1.05)
H (-3.72, -0.84, -0.65)
H (-5.15, -4.41, 1.81)
H (-4.86, -5.30, 3.30)
H (-3.57, -5.15, 2.11)
H (-5.85, -2.32, 3.04)
H (-4.83, -1.65, 4.32)
H (-5.66, -3.19, 4.56)
H (-2.20, -4.38, 4.14)
H (-3.60, -4.28, 5.19)
H (-2.60, -2.85, 4.96)
C (3.79, 5.58, -1.54)
C (3.52, 4.18, -0.96)
C (4.84, 3.61, -0.41)
C (2.52, 4.31, 0.18)
C (3.01, 3.23, -2.05)
C (3.56, 3.27, -3.35)
C (3.18, 2.39, -4.34)
C (2.21, 1.43, -4.04)
S (1.58, 0.13, -5.00)
C (0.62, -0.39, -3.69)
N (0.69, 0.38, -2.63)
C (1.63, 1.40, -2.77)
C (2.05, 2.28, -1.77)
C (-0.18, -1.62, -3.61)
C (-0.29, -2.54, -4.65)
C (-0.97, -3.73, -4.43)
C (-1.50, -4.00, -3.18)
C (-1.40, -3.07, -2.14)
C (-0.75, -1.85, -2.34)
H (3.93, 6.29, -0.73)
H (2.95, 5.93, -2.16)
H (4.69, 5.61, -2.16)
H (5.31, 4.34, 0.26)
H (5.54, 3.38, -1.21)
H (4.66, 2.69, 0.16)
H (2.90, 5.03, 0.92)
H (2.35, 3.37, 0.71)
H (1.55, 4.69, -0.18)
H (4.32, 4.01, -3.59)
H (3.63, 2.43, -5.33)
H (1.63, 2.18, -0.78)
H (0.16, -2.33, -5.61)
H (-1.06, -4.45, -5.23)
H (-2.00, -4.94, -3.00)
H (-1.83, -3.31, -1.18)

- HOMO (alpha / beta) (eV) = -13.17 / -13.22
- Kohn-Sham gap (alpha / beta) (eV) = 7.84 / 7.71
- E_LUMO (alpha / beta) (eV) = -5.329 / -5.511
- total charge = +2
- 2S+1 = 4

---

# C5H12O2

A 3-piece molecular cluster, C5H12O2 overall (ωB97M-V/def2-TZVPD, the OMol25 dataset).

Atoms and positions in Å:
C (-2.34, 0.90, -0.25)
C (-1.17, 1.83, -0.39)
C (-0.91, 2.39, -1.64)
C (1.24, 1.77, 0.05)
C (-0.06, 1.67, 0.50)
H (-2.41, 0.57, 0.78)
H (-2.06, 0.03, -0.84)
H (-3.27, 1.30, -0.63)
H (-1.36, 2.00, -2.54)
H (-0.20, 3.21, -1.72)
H (1.99, 1.73, 0.84)
H (1.60, 1.59, -0.95)
H (-0.24, 1.13, 1.43)
H (3.75, -1.86, 2.00)
H (3.29, -3.22, 1.74)
O (3.06, -2.46, 2.30)
H (-0.19, -4.25, -1.00)
H (-0.20, -4.47, 0.49)
O (-0.51, -3.86, -0.18)

- HOMO (alpha / beta) (eV) = -13.96 / -13.96
- Kohn-Sham gap (alpha / beta) (eV) = 8.16 / 6.18
- E_LUMO (alpha / beta) (eV) = -5.799 / -7.779
- total charge = +1
- relative energy (zero: lowest compared OMol25 entry of this formula, charge and spin) (kcal/mol) = 23.8
- 2S+1 = 2

---

# C24H20N5O3PdSe2

C24H20N5O3PdSe2 as an isolated structure (ωB97M-V/def2-TZVPD, the OMol25 dataset).

Atoms and positions in Å:
Pd (0.48, 1.11, -0.67)
C (-2.91, -1.18, -2.24)
O (-3.79, -1.00, -1.12)
C (-3.36, -0.45, 0.05)
C (-4.15, -0.74, 1.14)
C (-3.88, -0.23, 2.41)
C (-2.81, 0.61, 2.57)
C (-1.98, 0.93, 1.48)
C (-0.92, 1.89, 1.73)
N (0.05, 2.13, 0.95)
N (1.01, 3.07, 1.30)
C (2.01, 3.04, 0.46)
O (2.14, 2.29, -0.58)
C (3.14, 3.98, 0.73)
C (3.29, 4.60, 1.97)
C (4.35, 5.47, 2.19)
C (5.27, 5.72, 1.18)
C (5.12, 5.10, -0.05)
C (4.07, 4.23, -0.27)
C (-2.21, 0.39, 0.18)
O (-1.48, 0.67, -0.86)
H (-3.50, -1.75, -2.96)
H (-2.04, -1.77, -1.97)
H (-2.59, -0.24, -2.66)
H (-5.00, -1.40, 0.97)
H (-4.52, -0.49, 3.25)
H (-2.59, 1.05, 3.53)
H (-0.96, 2.47, 2.65)
H (2.56, 4.40, 2.75)
H (4.46, 5.94, 3.16)
H (6.10, 6.40, 1.36)
H (5.84, 5.30, -0.84)
H (3.94, 3.73, -1.22)
C (2.10, -2.68, -1.31)
N (0.88, -2.62, -0.52)
C (0.67, -1.79, 0.53)
Se (1.90, -0.72, 1.36)
N (-0.57, -2.09, 1.01)
C (-1.16, -3.08, 0.26)
C (-2.40, -3.69, 0.32)
C (-2.67, -4.66, -0.63)
C (-1.74, -5.01, -1.61)
C (-0.50, -4.39, -1.67)
C (-0.23, -3.43, -0.72)
H (2.70, -1.80, -1.07)
H (1.84, -2.68, -2.36)
H (2.66, -3.58, -1.05)
H (-1.01, -1.52, 1.72)
H (-3.13, -3.39, 1.06)
H (-3.64, -5.15, -0.62)
H (-1.99, -5.76, -2.35)
H (0.21, -4.62, -2.46)
Se (0.97, 0.53, -3.07)
C (0.21, -1.05, -3.53)
N (-0.22, -2.08, -3.85)

- HOMO (eV) = -4.42
- Kohn-Sham gap (eV) = 7.10
- E_LUMO (eV) = 2.676
- total charge = -1
- relative energy (zero: lowest compared OMol25 entry of this formula, charge and spin) (kcal/mol) = 2.3
- 2S+1 = 1

---

no.,F_max (Eh/bohr),electronic energy (eV)
1,0.1028,-24289.41505
2,0.0191,-60888.49215
3,0.0348,-18824.27359
4,0.0100,-94150.33627
5,0.0431,-9464.00831
6,0.0377,-172981.03615